A molecular structure, C22H43CaCl2O6PS2 in a non-equilibrium geometry. Source: the Open Molecules 2025 dataset; level of theory: ωB97M-V with the def2-TZVPD basis set.

Structure (ORCA input):
```
! wB97M-V def2-TZVPD RIJCOSX def2/J DEFGRID3
* xyz 2 1
C -7.087 -1.335 -2.055
C -5.944 -1.258 -0.969
C -5.290 -2.706 -0.906
O -4.095 -2.801 -0.142
C -2.937 -2.178 -0.660
S -2.879 -1.775 -2.447
C -2.777 -0.795 0.164
O -1.959 0.065 -0.665
S -0.408 -0.429 -0.352
O 0.022 0.240 0.898
O 0.418 0.096 -1.480
C -0.298 -2.311 -0.239
C 0.441 -2.539 1.155
C 1.972 -2.125 1.107
C 2.383 -1.607 2.554
C 3.253 -0.296 2.467
C 2.891 0.739 3.602
C 3.666 2.083 3.324
C 3.052 2.795 2.055
C 2.887 4.349 2.197
C 1.586 4.899 1.465
C 1.864 6.188 0.623
C 2.202 5.868 -0.891
O 3.517 6.465 -1.220
C 3.578 6.707 -2.672
P 0.898 -2.809 -1.594
O 1.524 -4.190 -1.415
C -1.701 -3.051 -0.169
C -1.791 -4.530 -0.653
Cl -0.688 -5.680 0.257
C -1.724 -4.805 -2.200
C -0.914 -6.081 -2.621
Cl -3.449 -5.123 -2.779
H -8.057 -0.930 -1.699
H -6.723 -0.809 -2.969
H -7.229 -2.402 -2.343
H -6.357 -1.046 0.045
H -5.185 -0.481 -1.219
H -5.251 -3.192 -1.909
H -6.052 -3.306 -0.345
H -3.585 -0.626 -2.690
H -3.747 -0.352 0.453
H -2.227 -0.996 1.123
H -0.088 -2.000 1.978
H 0.442 -3.608 1.453
H 2.128 -1.250 0.439
H 2.629 -2.988 0.883
H 1.484 -1.322 3.158
H 2.896 -2.400 3.146
H 3.059 0.230 1.502
H 4.348 -0.497 2.513
H 3.206 0.274 4.568
H 1.799 0.942 3.659
H 4.716 1.797 3.058
H 3.703 2.744 4.220
H 2.040 2.341 1.902
H 3.706 2.580 1.180
H 2.861 4.692 3.251
H 3.758 4.824 1.659
H 1.123 4.147 0.789
H 0.879 5.197 2.274
H 0.950 6.829 0.592
H 2.659 6.833 1.089
H 2.211 4.757 -0.987
H 1.464 6.329 -1.588
H 3.059 7.671 -2.882
H 3.059 5.858 -3.172
H 4.668 6.718 -3.003
H 1.994 -1.888 -1.617
H 0.332 -2.709 -2.910
H -1.908 -3.119 0.933
H -2.801 -4.885 -0.339
H -1.369 -3.962 -2.823
H 0.160 -6.029 -2.354
H -0.960 -6.109 -3.740
H -1.397 -7.021 -2.280
Ca 5.387 7.094 -0.736
*
```

Values from the calculation:
LUMO in eV: -9.6
Frontier orbital gap in eV: 2.83
Molar mass in g/mol: 609.67

8 unconnected molecules or ions with the total composition H16O8. Source: the Open Molecules 2025 dataset; level of theory: ωB97M-V with the def2-TZVPD basis set.

Structure (ORCA input):
```
! wB97M-V def2-TZVPD RIJCOSX def2/J DEFGRID3
* xyz 0 1
O 0.288 0.571 0.182
H 0.189 -0.267 0.660
H -0.241 0.467 -0.620
O -1.514 1.752 -2.809
H -1.466 1.708 -3.771
H -2.114 1.042 -2.557
O -2.296 1.422 1.805
H -2.817 2.221 1.944
H -1.405 1.658 2.090
O -0.407 -2.400 0.541
H -1.229 -2.571 0.063
H 0.213 -3.079 0.232
O 0.823 -1.576 -2.383
H 0.398 -2.355 -2.762
H 0.458 -1.492 -1.492
O 3.085 1.196 0.994
H 3.139 0.290 1.314
H 2.249 1.234 0.499
O 1.267 -2.697 2.925
H 0.480 -2.733 2.359
H 1.338 -3.572 3.322
O -0.058 3.440 -0.785
H 0.084 2.700 -0.182
H -0.465 3.041 -1.569
*
```

Values from the calculation:
LUMO in eV: -0.5
Relative energy (zero: lowest compared OMol25 entry of this formula, charge and spin) in kJ/mol: 219.1
Frontier orbital gap in eV: 10.05
Molar mass in g/mol: 144.12
SMILES: O.O.O.O.O.O.O.O

A single C4H6BrNO molecule in a non-equilibrium geometry. Source: the Open Molecules 2025 dataset; level of theory: ωB97M-V with the def2-TZVPD basis set.

Structure (ORCA input):
```
! wB97M-V def2-TZVPD RIJCOSX def2/J DEFGRID3
* xyz 0 1
C 1.455 0.550 -0.245
C 0.900 -0.548 0.643
O -0.409 -0.470 1.029
C -1.533 -0.399 -0.299
Br -2.780 -1.807 -0.064
C -1.893 0.935 -0.266
N -2.126 2.043 -0.252
H 0.880 0.561 -1.267
H 1.156 1.493 0.267
H 2.522 0.535 -0.276
H 1.466 -0.646 1.640
H 1.067 -1.518 0.174
H -0.705 -0.728 -1.085
*
```

Values from the calculation:
LUMO in eV: 0.2
Relative energy (zero: lowest compared OMol25 entry of this formula, charge and spin) in kJ/mol: 235.0
Frontier orbital gap in eV: 10.51
Molar mass in g/mol: 164.00
SMILES: CCO[C@@H](Br)C#N

2 unconnected molecules or ions with the total composition C6H13ClSi in a non-equilibrium geometry. Source: the Open Molecules 2025 dataset; level of theory: ωB97M-V with the def2-TZVPD basis set.

Structure (ORCA input):
```
! wB97M-V def2-TZVPD RIJCOSX def2/J DEFGRID3
* xyz 0 1
C -1.740 0.038 -1.175
C -0.600 -0.725 -0.388
C -1.080 1.072 -2.301
C 0.360 0.367 0.169
C -0.320 1.160 1.319
C 2.335 -1.860 2.375
Si 0.577 1.342 -1.436
Cl 1.926 0.161 -2.689
H -2.400 -0.666 -1.680
H -2.290 0.712 -0.477
H -1.060 -1.214 0.419
H -0.070 -1.325 -1.092
H -0.975 0.574 -3.279
H -1.599 1.964 -2.382
H 1.163 -0.146 0.585
H 0.532 1.823 1.794
H -0.690 0.489 2.074
H -1.083 1.738 0.941
H 2.961 -1.671 3.283
H 1.400 -1.312 2.347
H 2.654 -2.520 1.592
*
```

Values from the calculation:
LUMO (spin up / spin down) in eV: 0.0 / -1.0
Relative energy (zero: lowest compared OMol25 entry of this formula, charge and spin) in kJ/mol: 339.6
Frontier orbital gap (spin up / spin down) in eV: 7.81 / 7.98
Molar mass in g/mol: 148.71

A molecular structure, C16H31As2N4OS4Sn in a non-equilibrium geometry. Source: the Open Molecules 2025 dataset; level of theory: ωB97M-V with the def2-TZVPD basis set.

Structure (ORCA input):
```
! wB97M-V def2-TZVPD RIJCOSX def2/J DEFGRID3
* xyz 1 1
Sn 0.357 1.594 -0.918
C -0.712 4.217 1.248
C 0.816 4.151 1.230
N 1.299 2.784 1.104
C 1.163 1.925 2.270
C -0.242 1.341 2.459
N -0.775 0.789 1.215
C -2.188 1.070 0.998
C -2.458 2.567 0.718
N -1.273 3.291 0.266
H -1.021 5.248 1.048
H -1.080 3.974 2.243
H 1.211 4.634 2.131
H 1.175 4.688 0.349
H 2.287 2.838 0.869
H 1.441 2.451 3.191
H 1.854 1.091 2.121
H -0.929 2.102 2.825
H -0.178 0.573 3.237
H -0.649 -0.222 1.219
H -2.801 0.749 1.850
H -2.489 0.490 0.122
H -2.862 3.038 1.618
H -3.226 2.615 -0.053
H -1.514 3.824 -0.565
S -1.246 2.438 -2.795
S -0.210 1.440 -4.200
S 1.188 2.729 -4.951
S 3.044 2.009 -4.220
C 2.804 -1.728 1.873
As 1.914 -1.613 0.114
C 3.005 -3.015 -0.739
C 0.298 -2.692 0.446
C 0.236 -3.613 1.485
C -0.899 -4.375 1.704
C -2.000 -4.215 0.882
C -1.953 -3.300 -0.154
C -0.818 -2.535 -0.384
As -0.784 -1.196 -1.810
C -2.597 -1.295 -2.560
C 0.081 -2.242 -3.228
H 2.144 -1.404 2.676
H 3.685 -1.086 1.868
H 3.135 -2.745 2.076
H 4.056 -2.731 -0.693
H 2.736 -3.151 -1.784
H 2.871 -3.959 -0.212
H 1.084 -3.734 2.148
H -0.924 -5.084 2.518
H -2.889 -4.803 1.045
H -2.817 -3.180 -0.791
H -3.355 -0.999 -1.833
H -2.810 -2.297 -2.938
H -2.642 -0.596 -3.398
H -0.222 -1.836 -4.194
H -0.251 -3.279 -3.157
H 1.166 -2.202 -3.156
O 2.505 2.441 -1.765
N 3.260 2.028 -2.668
*
```

Values from the calculation:
LUMO in eV: -3.5
Frontier orbital gap in eV: 6.38
Molar mass in g/mol: 692.27

no.,calculated total energy (a.u.)
1,-4050.4668
2,-611.4992
3,-2859.9201
4,-985.9944
5,-7200.8508